No. 1
The following is a quantum chemistry calculation of a 2-piece molecular cluster, C4H8Cl2O overall, from the Open Molecules 2025 dataset.

CARTESIAN COORDINATES (ANGSTROEM)
1 Cl 3.91030 0.59024 0.23532
2 Cl 2.21332 -0.99372 -1.42456
3 O -0.98667 0.43364 -0.08315
4 C 2.45123 0.67731 -0.74959
5 C -1.76806 -1.76226 0.25284
6 C -1.40041 -0.45462 0.74421
7 C -0.40297 1.68334 0.15224
8 H -2.43784 -1.71910 -0.64079
9 H -0.78232 2.45205 -0.48798
10 H -1.51249 -0.20395 1.73228
11 H -0.25735 1.83618 1.18034
12 H 2.54568 1.27947 -1.71901
13 H -2.22572 -2.31581 1.00300
14 H 1.43286 0.88548 -0.16226
15 H -0.77956 -2.38824 -0.03288

Calculated values
- frontier orbital gap (spin up / spin down) (Ha) = 0.263 / 0.315
- LUMO energy (spin up / spin down) (eV) = -0.05 / 0.57
- energy above the lowest of the compared OMol25 structures with the same formula, charge and spin (kcal per mole) = 101.3

No. 2
The following is a quantum chemistry calculation of a 2-piece molecular cluster, C4H8Cl2O overall, from the Open Molecules 2025 dataset.

CARTESIAN COORDINATES (ANGSTROEM)
1 Cl 1.55972 -1.81358 1.28141
2 Cl -0.86466 -3.31110 1.33472
3 O 0.91504 0.47414 -1.44176
4 C 0.39349 -2.79308 0.27975
5 C 0.52193 2.39587 -0.03256
6 C -1.14396 0.46658 -0.27576
7 C 0.18043 1.09351 -0.69738
8 H 0.01443 2.51746 0.92658
9 H -1.30492 -0.41792 -0.82335
10 H -0.96546 0.30125 0.81378
11 H 1.56571 2.47869 0.19404
12 H 0.90716 -3.67851 -0.16430
13 H -0.08208 -2.16316 -0.47144
14 H -1.88770 1.24777 -0.35029
15 H 0.19088 3.20208 -0.57343

Calculated values
- frontier orbital gap (Ha) = 0.386
- LUMO energy (eV) = 0.80
- energy above the lowest of the compared OMol25 structures with the same formula, charge and spin (kcal per mole) = 6.3

No. 3
The following is a quantum chemistry calculation of one molecule with the formula C4H8Cl2OS, from the Open Molecules 2025 dataset.

CARTESIAN COORDINATES (ANGSTROEM)
1 Cl 2.17277 -1.35935 -2.01567
2 Cl -1.59929 1.99615 -0.44736
3 S -1.15117 -0.96793 -1.45762
4 O -1.45896 -0.52944 1.48812
5 C -0.35429 1.54874 0.79107
6 C -0.24285 0.03260 0.98796
7 C 1.43606 -0.20611 -0.90194
8 C 0.19556 -0.79312 -0.22529
9 H -2.14085 -0.25204 0.86007
10 H 0.52359 -0.12014 1.77298
11 H 2.11627 -0.00445 -0.12702
12 H 0.59139 2.00466 0.48223
13 H 1.20258 0.71328 -1.46909
14 H -0.71579 2.01649 1.73862
15 H 0.40723 -1.77567 0.12688
16 H -0.98225 -2.30367 -1.60395

Calculated values
- frontier orbital gap (Ha) = 0.368
- LUMO energy (eV) = 0.63
- energy above the lowest of the compared OMol25 structures with the same formula, charge and spin (kcal per mole) = 0.0

Which of these has the lowest energy above the lowest of the compared OMol25 structures with the same formula, charge and spin? C4H8Cl2OS

Number 1 is which compound? C4H8Cl2O

Look up the energy above the lowest of the compared OMol25 structures with the same formula, charge and spin of the first one. 101.3 kcal per mole

What did the first record say?
The following is a quantum chemistry calculation of a 2-piece molecular cluster, C4H8Cl2O overall, from the Open Molecules 2025 dataset.

CARTESIAN COORDINATES (ANGSTROEM)
1 Cl 3.91030 0.59024 0.23532
2 Cl 2.21332 -0.99372 -1.42456
3 O -0.98667 0.43364 -0.08315
4 C 2.45123 0.67731 -0.74959
5 C -1.76806 -1.76226 0.25284
6 C -1.40041 -0.45462 0.74421
7 C -0.40297 1.68334 0.15224
8 H -2.43784 -1.71910 -0.64079
9 H -0.78232 2.45205 -0.48798
10 H -1.51249 -0.20395 1.73228
11 H -0.25735 1.83618 1.18034
12 H 2.54568 1.27947 -1.71901
13 H -2.22572 -2.31581 1.00300
14 H 1.43286 0.88548 -0.16226
15 H -0.77956 -2.38824 -0.03288

Calculated values
- frontier orbital gap (spin up / spin down) (Ha) = 0.263 / 0.315
- LUMO energy (spin up / spin down) (eV) = -0.05 / 0.57
- energy above the lowest of the compared OMol25 structures with the same formula, charge and spin (kcal per mole) = 101.3